Entry 1:
Density functional theory data (ωB97M-V with the def2-TZVPD basis set) for a 6-piece molecular cluster, C33H46F15N2O12 overall in a non-equilibrium geometry.

```
! RIJCOSX wB97M-V def2-TZVPD def2/J DEFGRID3
* xyz 1 1
C 2.69869 -3.46248 1.47901
N 2.75822 -2.20184 0.66809
C 3.63477 -2.34072 -0.53636
C 3.46763 -0.93137 -1.34834
C 3.34022 0.33570 -0.41391
C 3.13234 1.75056 -1.05656
C 3.00140 2.99550 -0.06249
C 1.63788 3.77905 -0.42715
C 0.36607 3.03141 0.25549
C -0.20207 1.80450 -0.61983
O -1.60831 2.00690 -1.01049
C -2.42248 1.07491 -0.25757
C -3.21707 -0.14777 -0.96499
O -2.52181 1.26270 0.99615
C 3.04839 1.80740 -2.61792
C 3.20499 0.47351 -3.42875
N 3.40034 -0.82977 -2.80203
H 2.75942 -3.14349 2.59247
H 3.48575 -4.24482 1.21184
H 1.62867 -3.89298 1.35164
H 1.80928 -1.93577 0.36915
H 4.75272 -2.48041 -0.26156
H 3.31404 -3.18583 -1.25030
H 3.38672 0.26223 0.72420
H 3.93722 3.67431 -0.04487
H 2.92388 2.57054 1.01451
H 1.70777 4.85811 -0.03763
H 1.43199 3.81030 -1.56906
H 0.61675 2.64679 1.30416
H -0.48940 3.80892 0.31031
H 0.40063 1.57228 -1.56375
H -0.20011 0.84623 0.03626
H -3.25172 0.10880 -2.08763
H -4.29670 -0.13179 -0.56803
H -2.71498 -1.16083 -0.79145
H 2.86344 2.81938 -3.11066
H 3.14195 0.56724 -4.57150
H 3.48425 -1.69298 -3.39258
C -4.76396 -0.39173 2.63833
C -4.99176 -1.31475 3.81898
O -4.83782 -2.68751 3.42337
C -3.57238 -3.15548 3.38941
O -2.59808 -2.49925 3.66121
C -3.56034 -4.63344 3.00456
F -4.38893 -4.90869 1.97428
F -3.95059 -5.42313 4.02885
F -2.33914 -5.06626 2.63205
H -5.41781 -0.66407 1.80571
H -4.95808 0.64628 2.91622
H -3.73698 -0.46537 2.27389
H -6.01723 -1.20408 4.17945
H -4.32973 -1.07155 4.65430
C -3.31819 -8.84035 6.53250
C -4.30292 -7.72742 6.83282
O -5.57629 -8.26978 7.21313
C -5.70077 -8.63567 8.50803
O -4.82330 -8.53563 9.32760
C -7.11362 -9.14513 8.78547
F -7.56239 -9.97823 7.82149
F -8.00553 -8.13342 8.86192
F -7.20329 -9.82335 9.94502
H -3.72518 -9.52115 5.78097
H -2.37373 -8.43171 6.16627
H -3.11427 -9.43672 7.42545
H -4.46984 -7.13312 5.93143
H -3.92186 -7.04803 7.60010
C 2.98764 9.41758 2.80534
C 1.95574 9.37936 1.69534
O 2.59247 9.20482 0.41877
C 2.90155 7.93707 0.07993
O 2.68119 6.97472 0.77383
C 3.52259 7.89275 -1.31455
F 4.44027 8.86279 -1.50525
F 2.59398 8.04986 -2.28368
F 4.14824 6.72556 -1.57066
H 3.73999 10.18390 2.60445
H 2.51336 9.62985 3.76583
H 3.51679 8.46435 2.88376
H 1.42547 10.33361 1.65445
H 1.20629 8.60228 1.86792
C 2.37302 -8.24966 -3.57474
C 1.81993 -7.02029 -4.26824
O 2.59727 -5.85768 -3.93348
C 3.72434 -5.67182 -4.65411
O 4.09923 -6.40747 -5.52888
C 4.42058 -4.38011 -4.23030
F 4.46843 -4.22271 -2.89404
F 3.79025 -3.28110 -4.70887
F 5.69077 -4.30646 -4.66054
H 2.43828 -8.08606 -2.49633
H 1.73789 -9.11758 -3.76359
H 3.38326 -8.47751 -3.92416
H 0.80218 -6.82919 -3.91989
H 1.76847 -7.15733 -5.35158
C 0.51596 8.16349 -4.20832
C -0.19066 8.78399 -5.39732
O -0.26350 7.84932 -6.48482
C -1.27846 6.95949 -6.43321
O -2.09379 6.91185 -5.54709
C -1.26675 6.06397 -7.67037
F -0.02603 5.62831 -7.98297
F -1.73099 6.70941 -8.76113
F -2.02920 4.96324 -7.52285
H 1.49735 7.78289 -4.50014
H 0.64350 8.89640 -3.40953
H -0.05011 7.31563 -3.81317
H 0.38154 9.64222 -5.75740
H -1.18507 9.15063 -5.12909
*
```

Output
Energy above the lowest of the compared OMol25 structures with the same formula, charge and spin, kJ/mol: 0.00
Frontier orbital gap, eV: 7.98
Calculated total energy, eV: -103268.9302

---

Entry 2:
Density functional theory data (ωB97M-V with the def2-TZVPD basis set) for C33H46P2PtSi as an isolated structure in a non-equilibrium geometry.

```
! RIJCOSX wB97M-V def2-TZVPD def2/J DEFGRID3
* xyz 0 3
P 4.24031 2.70322 -2.22431
P 2.14119 1.64348 -4.20146
C 4.72826 2.72425 -4.04868
C 3.50264 2.72993 -4.93142
H 5.36491 1.85368 -4.24575
H 5.33358 3.61824 -4.23167
H 3.10293 3.74294 -5.06094
H 3.74980 2.34865 -5.92769
C 2.58030 0.19172 -5.25691
H 1.76809 -0.54519 -5.21084
H 3.50802 -0.27667 -4.90356
H 2.71655 0.52516 -6.29542
C 0.85734 2.31119 -5.33366
H 1.21884 2.28830 -6.37149
H 0.62182 3.34732 -5.05553
H -0.05258 1.70313 -5.24544
C 5.94199 2.30601 -1.65786
H 5.98959 2.41812 -0.56680
H 6.66768 2.98188 -2.13170
H 6.18536 1.26783 -1.92028
C 4.42284 4.53398 -2.04938
H 3.59360 5.05634 -2.54330
H 5.37091 4.85147 -2.50579
H 4.42439 4.79557 -0.98355
Pt -0.18031 -0.26104 1.41708
C -0.70647 0.47531 -0.65103
C 0.03809 -0.71952 -0.74865
C 1.51378 -0.79783 -1.07524
C 2.48937 -0.77403 0.12834
C 2.05939 0.03665 1.31162
C 1.43370 1.30230 1.25397
C 1.20598 2.09238 -0.00722
C -0.15311 1.86752 -0.71751
C 0.06791 -0.15407 3.46927
H -1.79262 0.41482 -0.79838
H -0.51735 -1.65317 -0.94886
H 1.78150 -0.00371 -1.78734
H 1.68580 -1.74761 -1.59667
H 2.59343 -1.80789 0.49390
H 3.48103 -0.48148 -0.23822
H 2.46796 -0.29583 2.27600
H 1.36607 1.88868 2.18463
H 2.03014 1.89372 -0.70924
H 1.25934 3.16162 0.24182
H -0.90011 2.52502 -0.24600
H -0.05230 2.23036 -1.74910
H -0.85408 0.11696 4.00270
H 0.85565 0.56066 3.74199
H 0.36084 -1.15369 3.82201
C -4.96071 -3.54864 -1.20115
C -4.69298 -2.17824 -1.31084
C -3.81359 -1.55939 -0.41390
C -3.18008 -2.30349 0.59155
C -3.46337 -3.67460 0.69500
C -4.34560 -4.29420 -0.19566
Si -2.14152 -1.39710 1.90900
C -3.35045 -0.16255 2.69344
C -3.07635 1.21150 2.68051
C -3.94420 2.12498 3.29996
C -5.11645 1.66670 3.91184
C -5.42576 0.30395 3.87691
C -4.55551 -0.60544 3.26112
C -1.67293 -2.76975 3.12230
C -2.16688 -2.80493 4.42997
C -1.69678 -3.77750 5.32971
C -0.76679 -4.73453 4.90802
C -0.30701 -4.73251 3.58515
C -0.76596 -3.75119 2.69529
H -5.61931 -4.02751 -1.92330
H -5.14939 -1.58543 -2.10320
H -3.63102 -0.48529 -0.47960
H -2.99973 -4.25457 1.48752
H -4.53426 -5.36586 -0.11680
H -2.16553 1.58434 2.19978
H -3.68037 3.17968 3.31043
H -5.77908 2.37290 4.41325
H -6.34199 -0.06416 4.34106
H -4.81541 -1.66238 3.22288
H -2.90693 -2.07282 4.74932
H -2.05684 -3.77186 6.35711
H -0.38265 -5.47327 5.61068
H 0.40996 -5.47412 3.23486
H -0.41656 -3.74940 1.66129
*
```

Output
<S²>: 2.0083
Energy above the lowest of the compared OMol25 structures with the same formula, charge and spin, kJ/mol: 0.00
Frontier orbital gap (spin up / spin down), eV: 5.27 / 5.75
Calculated total energy, eV: -64666.0414

---

no.,molar mass (g/mol)
1,947.70
2,727.84